Record 1
Below is an isolated molecule of C6H11NO, with properties calculated with wB97M-V/def2-TZVPD.

Geometry (Å):
C 1.03 -0.09 0.24
C 0.00 0.82 1.04
C -0.67 1.53 -0.11
C -0.90 -0.83 -1.07
C 0.04 -1.18 0.08
C -0.79 -0.58 1.16
H 2.29 1.17 -0.49
H 2.48 -0.27 -1.33
H 1.65 -0.82 0.87
H 0.46 1.39 1.83
H 0.09 2.31 -0.57
H -1.57 2.08 0.23
H -2.10 -1.40 -1.01
H -0.46 -1.35 -2.20
H 0.44 -2.20 -0.20
H -1.85 -0.71 1.17
H -0.55 -0.87 2.33
N 1.69 0.32 -0.85
O -1.27 0.69 -1.10

As for the SMILES: N[C@@H]1[C@@H]2COC[C@H]1C2. As for the frontier orbital gap: 9.58 eV.



Record 2
Below is a structure of composition C6H11NO, with properties calculated with wB97M-V/def2-TZVPD.

Geometry (Å):
C -1.17 -0.71 0.70
C -1.61 0.74 0.50
C -0.46 1.67 -0.41
C 0.37 0.60 -0.69
C 1.47 -0.33 -0.44
C 0.36 -0.31 0.58
H -1.33 -2.27 -0.57
H -2.46 -1.18 -0.66
H -1.40 -1.19 1.59
H -1.67 1.41 1.56
H -2.61 0.46 0.14
H -1.11 2.32 -1.25
H 0.34 2.64 0.08
H -0.08 -0.04 -1.57
H 1.75 -1.01 -1.23
H 3.84 -0.90 -0.55
H 0.77 0.28 1.48
N -1.51 -1.35 -0.64
O 2.59 -0.13 0.50

As for the frontier orbital gap: 6.68 eV.



Record 3
Below is an isolated molecule of C6H11NO, with properties calculated with wB97M-V/def2-TZVPD.

Geometry (Å):
C 1.51 -0.90 1.50
O 2.60 -0.03 1.10
C 0.72 -1.47 0.35
C 0.44 -0.54 -0.84
C -0.67 0.45 -0.52
C -0.41 1.50 0.26
C -2.88 0.93 -1.01
N -1.94 0.09 -1.03
H 2.02 -1.69 2.05
H 0.89 -0.26 2.12
H 2.68 -0.08 0.14
H -0.25 -1.87 0.65
H 1.16 -2.43 0.06
H 1.27 0.04 -1.26
H 0.11 -1.03 -1.76
H 0.61 1.70 0.57
H -1.12 2.25 0.58
H -3.89 0.65 -1.27
H -2.73 1.97 -0.70

As for the SMILES: C=NC(=C)CCCO. As for the frontier orbital gap: 9.73 eV.



Record 4
Below is an isolated molecule of C6H11NO, with properties calculated with wB97M-V/def2-TZVPD.

Geometry (Å):
O -2.90 0.86 -2.67
C -2.26 0.20 -1.88
C -0.70 0.48 -1.78
C -0.26 1.08 -0.39
C 0.53 0.08 0.52
C -0.20 -0.66 1.42
N 0.35 -1.67 2.25
C 2.04 -0.13 0.39
H -2.74 -0.38 -1.15
H -0.54 1.31 -2.48
H -0.23 -0.47 -2.01
H 0.26 2.00 -0.65
H -1.01 1.65 0.29
H -1.25 -0.48 1.57
H 1.43 -1.64 2.08
H 0.06 -1.71 3.18
H 2.70 0.84 0.31
H 2.35 -0.94 -0.30
H 2.36 -0.39 1.30

As for the SMILES: C/C(=C\N)CCC=O. As for the frontier orbital gap: 9.00 eV.



Record 5
Below is the ion C6H11NO with charge +1, with properties calculated with wB97M-V/def2-TZVPD.

Geometry (Å):
C 0.18 -0.03 -2.79
O -0.95 0.70 -3.33
C 0.64 0.67 -1.56
C -0.33 0.74 -0.33
C -0.04 -0.28 0.81
C -0.53 -0.25 2.06
N -0.48 -1.29 3.00
C 0.22 -1.28 4.09
H -0.17 -1.02 -2.49
H 1.02 0.09 -3.57
H -1.26 0.57 -4.29
H 1.69 0.42 -1.29
H 0.91 1.75 -1.72
H -1.37 0.63 -0.64
H 0.02 1.71 0.16
H 0.68 -1.04 0.43
H -1.26 0.57 2.26
H 0.97 -0.54 4.40
H 0.07 -2.09 4.79

Its spin multiplicity is 2. As for the frontier orbital gap (spin up / spin down): 8.87 / 5.49 eV. As for the net charge: +1.



Record 6
Below is an isolated molecule of C6H11NO2, with properties calculated with wB97M-V/def2-TZVPD.

Geometry (Å):
C -0.82 -0.06 -0.40
C -1.06 0.24 0.94
C 0.43 0.66 1.42
C 1.25 0.69 0.11
C 0.72 -0.31 -0.58
C -0.46 -1.10 -1.49
H -2.03 1.74 -0.86
H -0.27 2.05 -0.52
H -1.83 1.03 1.24
H -1.19 -0.66 1.78
H 0.93 -0.39 1.98
H 0.61 1.83 2.06
H 1.06 1.59 -0.45
H 2.15 0.39 0.50
H 1.70 -1.72 -0.21
H -0.87 -0.74 -2.57
H -0.08 -2.60 -0.56
N -0.94 1.22 -1.13
O 0.95 -1.45 0.17
O -0.25 -2.42 -1.43

As for the SMILES: N[C@]12CCC[C@]1(O)[C@H]2O. As for the frontier orbital gap: 9.01 eV.



no.,molar mass (g/mol),E (eV)
1,113.2,-9932.471
2,113.2,-9926.284
3,113.2,-9935.948
4,113.2,-9935.666
5,113.2,-9926.806
6,129.2,-11975.613